Entry 1:
# C17H24N5O3PdS

A structure of composition C17H24N5O3PdS (ωB97M-V/def2-TZVPD, OMol25).

For the LUMO energy, the calculation gives 2.71 eV. As for the orbital gap: 6.27 eV. The net charge is -1. The HOMO energy is -3.5621 eV.

Each line ends with the Löwdin charge.
Cartesian coordinates (Å):
Pd: 0.041 -0.104 -1.536  0.854
C: -1.926 -2.028 1.653  -0.031
C: -1.380 -1.886 0.235  -0.569
N: -1.644 -0.607 -0.377  -0.136
O: -1.799 0.431 0.657  -0.179
C: 1.175 -1.642 0.619  -0.540
C: 2.311 -2.576 0.227  -0.035
N: 1.366 -0.292 -0.016  -0.169
O: 2.082 -0.300 -1.128  -0.286
H: -1.489 -1.326 2.353  0.052
H: -1.742 -3.047 1.999  0.085
H: -3.005 -1.854 1.646  0.082
H: -2.744 0.603 0.612  0.063
H: 2.223 -3.501 0.802  0.084
H: 3.276 -2.114 0.437  0.079
H: 2.253 -2.802 -0.835  0.076
N: 1.515 4.671 4.356  0.139
C: 1.290 4.236 3.316  -0.183
C: 1.013 3.704 2.004  -0.244
C: 2.011 3.056 1.288  -0.028
C: 1.688 2.563 0.031  -0.137
N: 0.489 2.724 -0.520  0.084
C: -0.461 3.321 0.186  -0.143
C: -0.259 3.832 1.460  -0.017
H: 2.999 2.915 1.702  0.117
H: 2.402 1.988 -0.547  0.093
H: -1.435 3.389 -0.285  0.092
H: -1.061 4.306 2.009  0.111
C: 0.739 -0.052 2.667  -0.107
C: 1.199 -1.410 2.149  -0.173
O: 0.019 -2.352 0.196  -0.107
C: -2.042 -2.984 -0.623  -0.200
C: -1.620 -3.038 -2.081  -0.105
H: 0.642 -0.090 3.757  0.071
H: -0.213 0.261 2.239  0.044
H: 1.462 0.722 2.420  0.046
H: 0.609 -2.215 2.596  0.103
H: 2.226 -1.575 2.493  0.103
H: -3.123 -2.832 -0.552  0.107
H: -1.820 -3.946 -0.151  0.107
H: -1.974 -2.172 -2.636  0.037
H: -2.033 -3.930 -2.560  0.063
H: -0.535 -3.068 -2.178  0.067
S: -1.614 2.250 -3.317  0.907
C: -0.053 2.442 -4.030  -0.447
C: 0.575 1.257 -4.124  -0.284
N: -0.132 0.141 -3.688  -0.116
C: -1.288 0.536 -3.144  -0.626
H: 0.349 3.409 -4.285  0.053
H: 1.578 1.103 -4.495  0.100
H: -2.137 -0.117 -3.003  0.041

Cartesian forces, eV/Å:
Pd 0.5 -0.1 0.4
C -0.1 0.0 0.1
C 0.1 0.0 0.0
N -0.1 -0.1 0.0
O 0.0 -0.1 0.0
C 0.1 0.2 0.0
C 0.0 0.0 0.0
N -0.4 0.0 -0.1
O 0.0 0.0 -0.1
H 0.0 0.0 0.0
H 0.0 0.0 0.0
H 0.0 0.0 0.0
H 0.0 0.0 0.0
H 0.0 0.0 0.0
H 0.0 0.0 0.0
H 0.0 0.0 0.0
N 0.0 0.0 0.0
C 0.0 0.0 0.0
C 0.0 0.1 0.2
C -0.1 0.0 -0.1
C 0.0 0.0 0.1
N 0.0 0.0 -0.1
C 0.0 0.0 0.1
C 0.0 -0.1 -0.2
H 0.0 0.0 0.0
H 0.0 0.0 0.0
H 0.0 0.0 0.0
H 0.0 0.0 0.0
C 0.0 0.1 0.1
C 0.0 -0.1 0.0
O -0.1 0.0 0.0
C -0.1 0.0 0.1
C 0.0 0.0 -0.1
H 0.0 0.0 0.0
H 0.0 0.0 0.0
H 0.0 0.0 0.0
H 0.0 0.0 0.0
H 0.0 0.0 0.0
H 0.0 0.0 0.0
H 0.0 0.0 0.0
H 0.0 0.0 0.0
H 0.0 0.0 0.0
H 0.0 0.0 0.0
S 0.0 0.0 0.0
C 0.1 0.1 0.0
C 0.0 -0.1 0.0
N -0.2 0.1 -0.1
C -0.1 -0.1 -0.1
H 0.0 0.0 0.0
H 0.0 0.0 0.0
H 0.0 -0.1 0.0

Entry 2:
# C9H13NO3S

A cluster of 2 separate species, C9H13NO3S in total (ωB97M-V/def2-TZVPD, OMol25).

For the LUMO energy (spin up / spin down), the calculation gives -0.06 / -0.79 eV. As for the orbital gap (spin up / spin down): 7.87 / 8.14 eV. The HOMO energy (spin up / spin down) is -7.9227 / -8.9259 eV.

Each line ends with the Löwdin charge.
Cartesian coordinates (Å):
C: 4.254 0.795 -0.158  -0.093
C: 3.541 0.913 0.997  -0.091
C: 3.707 -0.050 -1.135  -0.104
C: 2.303 0.300 1.139  -0.073
C: 2.473 -0.664 -1.078  -0.037
C: 1.734 -0.418 0.099  -0.281
C: -4.078 -2.318 0.108  0.077
C: 0.287 -0.855 0.369  -0.158
C: -2.702 0.413 -0.082  -0.374
N: -2.955 0.959 -1.302  0.093
O: -0.357 1.522 1.564  -0.373
O: -0.170 1.448 -0.899  -0.363
O: -3.385 1.065 0.856  0.030
S: -0.670 0.809 0.309  0.752
H: 5.293 1.165 -0.394  0.123
H: 3.902 1.456 1.882  0.113
H: 4.359 -0.222 -2.040  0.117
H: 1.690 0.586 2.022  0.116
H: 1.984 -1.090 -1.933  0.108
H: -2.970 -2.248 -0.001  -0.020
H: -4.605 -2.213 1.032  -0.021
H: -4.665 -2.160 -0.782  -0.018
H: 0.081 -1.242 1.379  0.098
H: -0.202 -1.548 -0.337  0.092
H: -3.413 1.848 -1.273  0.107
H: -2.331 0.810 -2.076  0.098
H: -3.105 0.936 1.733  0.084

Cartesian forces, eV/Å:
C 1.1 -1.2 -1.4
C 0.1 0.6 1.7
C 1.6 -0.1 -2.0
C -0.4 0.8 0.4
C -0.8 1.3 1.5
C -0.8 -1.0 0.5
C 1.2 0.4 -0.7
C -0.6 0.9 -0.2
C 1.6 1.0 -0.3
N -0.4 -0.7 0.6
O -1.3 -0.9 -0.8
O -0.6 -0.1 -0.1
O -1.6 0.6 -1.6
S 1.8 -0.5 0.2
H -1.4 -0.1 0.8
H 0.0 0.0 -0.6
H -1.0 0.2 0.9
H 0.6 -0.7 -0.7
H 0.2 -0.5 -0.2
H -1.2 -0.3 0.4
H 0.2 -0.1 0.5
H 0.0 -0.1 -0.2
H 0.4 0.2 -0.3
H 0.4 0.5 0.0
H -0.2 0.4 -0.2
H 0.1 -0.2 0.2
H 0.9 -0.6 1.7

Entry 3:
# C9H14O

A cluster of 2 separate species, C9H14O in total (ωB97M-V/def2-TZVPD, OMol25).

For the LUMO energy (spin up / spin down), the calculation gives 3.51 / 3.45 eV. As for the orbital gap (spin up / spin down): 2.68 / 6.72 eV. Its multiplicity is 2. The net charge is -1. The HOMO energy (spin up / spin down) is 0.8313 / -3.2685 eV.

Each line ends with the Mulliken spin population.
Cartesian coordinates (Å):
C: -1.370 -0.833 1.062  -0.006
C: -1.304 0.483 0.342  0.203
C: -1.248 0.497 -1.079  0.358
C: -1.176 1.716 1.029  0.080
C: -0.903 1.647 -1.751  -0.128
C: -0.822 2.855 0.345  -0.016
C: -0.545 2.840 -1.057  0.445
H: -1.098 -0.726 2.115  0.013
H: -0.691 -1.581 0.660  0.006
H: -1.421 -0.423 -1.639  0.038
H: -1.270 1.704 2.113  0.038
H: -0.897 1.574 -2.838  -0.044
H: -0.579 3.749 0.917  0.000
H: 0.143 3.496 -1.573  0.019
H: -2.365 -1.303 0.944  -0.040
C: 1.999 -1.179 0.366  0.030
C: 1.487 -2.063 -0.753  0.021
O: 2.127 -1.823 1.652  0.011
H: 3.009 -0.890 0.064  0.003
H: 1.388 -0.298 0.536  -0.002
H: 0.479 -2.431 -0.549  0.002
H: 1.527 -2.587 1.642  -0.016
H: 2.118 -2.947 -0.881  -0.001
H: 1.413 -1.478 -1.665  -0.013

Cartesian forces, eV/Å:
C -0.5 0.3 -0.1
C 0.4 -0.6 0.4
C 0.0 0.4 -0.2
C 0.1 -0.3 -0.5
C -0.1 -0.5 0.1
C 0.6 0.4 0.5
C -0.2 -0.8 -0.6
H -0.3 0.0 0.1
H 0.2 0.0 -0.1
H -0.2 0.1 0.0
H -0.1 0.2 0.0
H 0.3 0.3 0.0
H -0.2 0.0 0.0
H -0.2 0.6 0.2
H -0.1 0.0 0.4
C 0.4 -0.1 0.2
C -0.5 -0.3 0.5
O -0.2 -0.8 -0.5
H 0.0 0.3 0.3
H -0.2 0.2 -0.4
H 0.0 0.0 0.0
H 0.2 0.4 0.1
H 0.2 0.2 -0.1
H 0.1 0.0 -0.2

Entry 4:
# C33H47AuGeN2OPSeSi

A structure of composition C33H47AuGeN2OPSeSi (ωB97M-V/def2-TZVPD, OMol25).

For the LUMO energy, the calculation gives -3.67 eV. As for the orbital gap: 7.06 eV. The net charge is +1. The HOMO energy is -10.7289 eV.

Each line ends with the Löwdin charge.
Cartesian coordinates (Å):
Au: -0.033 -0.609 1.021  1.022
O: 2.238 -1.495 2.698  -0.084
C: 2.857 -2.086 1.567  -0.200
C: 1.935 -3.115 0.957  -0.226
C: 2.346 -4.427 0.792  0.004
C: 1.509 -5.337 0.168  -0.028
C: 0.274 -4.910 -0.288  -0.039
C: -0.086 -3.592 -0.086  -0.158
N: 0.713 -2.709 0.534  -0.002
H: 2.514 -0.569 2.739  0.065
H: 3.802 -2.555 1.839  0.126
H: 3.066 -1.330 0.804  0.091
H: 3.321 -4.723 1.153  0.124
H: 1.820 -6.366 0.035  0.121
H: -0.409 -5.581 -0.792  0.116
H: -1.042 -3.212 -0.423  0.050
N: 1.134 0.991 0.909  -0.326
P: 1.788 1.380 -0.495  0.793
C: 0.922 0.935 -2.020  -0.301
C: 0.710 -0.415 -2.320  -0.134
C: 0.064 -0.782 -3.489  -0.073
C: -0.375 0.198 -4.375  -0.075
C: -0.172 1.537 -4.083  -0.067
C: 0.475 1.908 -2.909  -0.058
C: 3.465 0.708 -0.684  -0.321
C: 3.909 -0.019 -1.785  -0.074
C: 5.185 -0.576 -1.788  -0.066
C: 6.023 -0.402 -0.698  -0.069
C: 5.595 0.342 0.399  -0.069
C: 4.324 0.893 0.406  -0.105
C: 2.022 3.164 -0.515  -0.310
C: 3.031 3.746 -1.283  -0.074
C: 3.156 5.127 -1.330  -0.065
C: 2.280 5.929 -0.606  -0.066
C: 1.281 5.353 0.167  -0.065
C: 1.150 3.971 0.214  -0.076
H: 1.067 -1.186 -1.645  0.080
H: -0.087 -1.830 -3.717  0.109
H: -0.873 -0.089 -5.294  0.112
H: -0.514 2.302 -4.771  0.113
H: 0.637 2.956 -2.693  0.107
H: 3.268 -0.149 -2.650  0.102
H: 5.524 -1.138 -2.650  0.110
H: 7.017 -0.835 -0.703  0.110
H: 6.257 0.496 1.243  0.111
H: 3.988 1.469 1.263  0.113
H: 3.720 3.122 -1.842  0.113
H: 3.940 5.578 -1.926  0.110
H: 2.384 7.008 -0.639  0.111
H: 0.606 5.980 0.739  0.110
H: 0.387 3.506 0.830  0.085
C: -6.086 0.207 -1.764  -0.214
Ge: -4.376 -0.622 -1.335  0.747
C: -2.920 0.639 -1.609  -0.213
C: -4.078 -2.210 -2.431  -0.217
C: -4.447 -1.139 0.567  -0.577
Se: -2.937 -2.175 1.255  0.877
C: -3.556 -3.927 0.690  -0.379
H: -6.124 0.501 -2.815  0.025
H: -6.243 1.100 -1.154  0.024
H: -6.909 -0.487 -1.575  0.024
H: -2.788 0.824 -2.674  0.018
H: -1.979 0.245 -1.220  -0.014
H: -3.131 1.593 -1.119  0.032
H: -4.093 -1.938 -3.489  0.026
H: -4.855 -2.960 -2.264  0.025
H: -3.103 -2.657 -2.212  0.003
H: -5.327 -1.750 0.768  0.023
H: -4.537 -0.255 1.199  0.013
H: -3.670 -3.973 -0.391  0.007
H: -4.502 -4.137 1.182  0.033
H: -2.815 -4.654 1.018  0.021
C: 0.531 1.785 3.965  -0.181
Si: -1.153 1.143 3.491  0.409
C: -1.496 -0.474 4.355  -0.195
C: -2.473 2.408 3.877  -0.176
C: -1.322 0.867 1.619  -0.330
H: 0.476 2.303 4.929  0.039
H: 0.927 2.472 3.214  0.014
H: 1.244 0.961 4.072  0.020
H: -1.465 -0.348 5.442  0.041
H: -0.740 -1.226 4.093  0.025
H: -2.479 -0.878 4.088  0.009
H: -2.394 2.732 4.921  0.038
H: -3.479 2.000 3.730  0.034
H: -2.372 3.297 3.246  0.034
H: -1.178 1.770 1.026  0.006
H: -2.264 0.402 1.325  -0.048

Cartesian forces, eV/Å:
Au -0.9 -0.4 -0.1
O 0.1 0.0 0.0
C -0.3 0.1 -0.1
C -0.4 0.1 -0.1
C 0.0 0.0 0.0
C 0.1 -0.1 0.0
C 0.0 0.0 0.0
C 0.2 0.2 0.1
N 0.6 -0.1 0.1
H -0.1 0.0 -0.1
H 0.0 -0.1 0.0
H 0.0 0.0 0.0
H 0.0 0.0 0.0
H 0.0 0.1 0.0
H 0.0 0.0 0.0
H 0.0 0.0 0.0
N 0.4 0.1 -0.1
P 0.0 -0.1 0.1
C 0.0 0.0 -0.1
C 0.0 0.0 0.0
C 0.0 0.0 0.0
C 0.0 0.0 0.0
C 0.0 0.0 0.0
C 0.0 0.0 0.0
C 0.1 -0.1 0.0
C 0.0 0.0 0.0
C 0.0 0.0 0.0
C 0.0 0.0 0.0
C 0.0 0.0 0.0
C 0.1 0.0 0.0
C 0.0 0.1 0.0
C 0.0 0.0 0.0
C 0.0 0.0 0.0
C 0.0 0.0 0.0
C 0.0 0.0 0.0
C 0.0 0.0 0.0
H 0.0 0.0 0.0
H 0.0 0.0 0.0
H 0.0 0.0 0.1
H 0.0 0.0 0.0
H 0.0 0.0 0.0
H 0.0 0.0 0.1
H 0.0 0.0 0.1
H -0.1 0.0 0.0
H 0.0 0.0 0.0
H 0.0 0.0 0.0
H 0.0 0.0 0.0
H 0.0 0.0 0.0
H 0.0 -0.1 0.0
H 0.1 -0.1 0.0
H 0.1 0.0 -0.1
C -0.1 0.0 0.0
Ge 0.0 0.0 -0.1
C 0.0 0.1 0.1
C 0.0 -0.1 0.0
C 0.0 0.0 0.0
Se 0.0 0.1 0.2
C 0.1 -0.1 -0.1
H 0.0 0.0 0.1
H 0.0 -0.1 0.0
H 0.0 0.1 0.0
H 0.0 0.0 0.0
H 0.0 0.0 0.0
H 0.0 -0.1 0.0
H 0.0 0.0 0.1
H 0.0 0.0 0.0
H -0.1 0.0 0.0
H 0.0 0.0 0.0
H 0.0 0.0 0.0
H 0.0 0.0 0.0
H 0.0 0.0 0.0
H 0.0 0.0 0.0
C 0.1 0.0 0.0
Si 0.0 0.0 -0.1
C 0.0 -0.2 0.1
C -0.1 0.1 0.1
C 0.2 0.1 -0.1
H 0.0 -0.1 -0.1
H 0.0 0.0 0.1
H -0.1 0.1 0.0
H 0.0 0.0 -0.1
H -0.1 0.1 0.0
H 0.1 0.0 0.1
H 0.0 0.0 -0.1
H 0.1 0.1 0.0
H 0.0 -0.1 0.1
H 0.0 -0.1 0.1
H -0.1 0.1 0.0

What did we get for energy? Answer: -45922.8891; -28006.2669; -11605.7067; -182726.3634 eV, in the order shown.